ORCA calculation (ωB97M-V/def2-TZVPD) on a molecular structure, C15H41CdFN5O4P.

Calculated values
LUMO energy	-7.56	eV
relative energy (zero: lowest compared OMol25 entry of this formula, charge and spin)	40.55	kJ/mol
HOMO level	-13.976	eV

Geometry as ORCA input:
```
! RIJCOSX wB97M-V def2-TZVPD def2/J DEFGRID3
* xyz 2 1
Cd -0.90 -2.54 -1.10
C -1.11 3.07 1.57
O -1.21 3.09 0.16
C -2.40 2.49 -0.27
C -2.40 2.39 -1.78
N -1.04 2.13 -2.25
H -0.37 2.81 -1.88
H -0.71 1.23 -1.88
C -0.88 2.03 -3.73
C 0.55 1.62 -4.02
O 1.36 2.40 -3.18
C 2.74 2.38 -3.57
H -0.26 3.67 1.89
H -0.94 2.05 1.94
H -2.04 3.46 2.00
H -3.27 3.07 0.06
H -2.52 1.49 0.17
H -2.78 3.28 -2.29
H -3.02 1.54 -2.08
H -1.09 3.01 -4.15
H -1.59 1.28 -4.07
H 0.74 1.87 -5.08
H 0.71 0.55 -3.87
H 3.30 2.88 -2.79
H 2.87 2.91 -4.51
H 3.09 1.35 -3.66
F -0.54 -0.65 -1.77
C -3.26 -1.76 1.26
O -2.44 -1.80 0.32
N -4.51 -1.33 1.15
C -5.38 -1.24 2.32
C -5.04 -0.95 -0.15
H -2.98 -2.05 2.28
H -6.22 -1.93 2.22
H -5.74 -0.22 2.42
H -4.82 -1.47 3.22
H -5.35 -1.82 -0.72
H -5.91 -0.31 0.00
H -4.29 -0.39 -0.71
O 0.60 -2.29 0.39
P 1.87 -1.72 0.96
N 1.65 -1.41 2.55
C 0.32 -1.31 3.12
C 2.73 -0.78 3.30
N 2.35 -0.33 0.24
C 1.58 0.88 0.50
C 2.82 -0.40 -1.14
N 3.13 -2.73 0.77
C 4.52 -2.28 0.71
C 2.93 -4.09 1.28
H 0.29 -1.79 4.10
H -0.41 -1.83 2.50
H -0.02 -0.27 3.24
H 3.68 -1.29 3.16
H 2.48 -0.84 4.36
H 2.84 0.28 3.08
H 0.53 0.80 0.18
H 1.60 1.16 1.55
H 2.04 1.70 -0.06
H 3.58 0.37 -1.30
H 3.24 -1.37 -1.38
H 2.00 -0.20 -1.85
H 4.62 -1.24 1.01
H 5.13 -2.88 1.39
H 4.93 -2.41 -0.29
H 3.69 -4.74 0.84
H 1.95 -4.46 0.98
H 3.00 -4.13 2.37
*
```